Molecular formula: C72H183N13O23
Method: DFT, the ωB97M-V functional and the def2-TZVPD basis

- Molecular weight: 1599.3 g mol⁻¹
- E_HOMO (spin up / spin down): -9.06 / -9.06 eV
- HOMO-LUMO gap (spin up / spin down): 0.237 / 0.054 Eh
- Lowest unoccupied orbital energy (spin up / spin down): -2.5958 / -7.6000 eV

Geometry as ORCA input:
```
! wB97M-V def2-TZVPD RIJCOSX def2/J DEFGRID3
* xyz 1 2
C -13.6589 -0.6047 22.7694
O -12.8817 0.2925 22.0051
C -11.7449 0.7162 22.6892
C -11.4431 2.1686 22.4063
N -11.2411 2.3798 20.9566
C -11.2101 3.7810 20.4973
C -12.6509 4.3351 20.2178
O -12.4289 5.6572 19.7797
C -13.6129 6.4166 19.5515
H -13.0878 -1.3792 23.2814
H -14.1834 -1.0825 21.9419
H -14.3188 -0.0206 23.4108
H -10.9464 0.0618 22.3398
H -11.8229 0.4419 23.7412
H -10.5437 2.5249 22.9085
H -12.2655 2.7879 22.7642
H -12.0872 1.9465 20.6154
H -10.5723 3.8974 19.6211
H -10.7645 4.4090 21.2687
H -13.1339 4.5180 21.1777
H -13.2472 3.7265 19.5379
H -13.3217 7.3937 19.1661
H -13.9270 6.5968 20.5796
H -14.3429 5.9296 18.9049
C -10.5792 -10.8832 25.5671
O -10.1431 -9.5354 25.5742
C -8.7898 -9.4334 25.7225
C -8.5051 -8.3790 26.8083
N -9.1351 -7.0324 26.5687
C -8.6003 -6.1299 27.5493
C -8.9494 -4.7045 27.1956
O -8.5083 -3.9154 28.2551
C -8.3174 -2.4770 27.9928
H -10.2008 -11.5420 24.7854
H -11.6539 -10.8601 25.3869
H -10.3204 -11.3428 26.5210
H -8.2313 -9.0930 24.8504
H -8.2798 -10.3897 25.8386
H -7.4532 -8.1138 26.7028
H -8.7183 -8.8131 27.7851
H -10.1133 -7.2334 26.7199
H -7.5135 -6.1993 27.5021
H -8.8900 -6.3076 28.5849
H -9.9969 -4.5402 26.9428
H -8.4911 -4.3151 26.2865
H -8.4127 -1.8729 28.8950
H -9.0840 -2.0550 27.3429
H -7.5144 -2.2417 27.2943
C -10.0505 -13.0587 19.1860
O -10.2384 -12.2295 20.2775
C -9.4050 -12.1755 21.3752
C -9.6203 -10.7785 22.0605
N -9.0738 -9.6428 21.2813
C -9.2385 -8.3495 21.9023
C -10.6486 -7.7907 21.8930
O -11.1459 -7.8941 20.5620
C -12.4697 -7.3982 20.2643
H -10.6779 -12.8793 18.3129
H -10.1800 -14.0998 19.4819
H -9.0472 -12.7918 18.8540
H -8.3417 -12.3388 21.1996
H -9.5913 -13.0007 22.0626
H -9.0672 -10.8182 22.9989
H -10.7050 -10.7102 22.1439
H -9.5579 -9.5670 20.3981
H -8.6963 -7.6450 21.2716
H -8.7447 -8.2142 22.8646
H -10.6418 -6.7064 22.0046
H -11.3081 -8.2529 22.6275
H -12.6682 -7.3683 19.1929
H -12.4421 -6.4155 20.7351
H -13.1328 -8.0369 20.8478
C -16.5704 -12.0748 22.6148
O -17.0627 -10.9513 23.4238
C -16.0872 -10.3173 24.2496
C -16.6718 -8.9574 24.6933
N -16.9484 -8.1120 23.4902
C -15.7373 -7.5651 22.8384
C -14.7135 -6.7685 23.6255
O -13.7692 -7.5039 24.3665
C -12.7044 -6.7514 25.0079
H -17.4777 -12.6711 22.5173
H -15.8922 -12.7690 23.1110
H -16.1729 -11.6861 21.6772
H -15.1872 -10.3990 23.6403
H -15.8841 -10.8468 25.1805
H -16.0454 -8.4871 25.4512
H -17.6624 -9.1783 25.0908
H -17.4124 -8.5119 22.6872
H -16.1688 -6.9850 22.0226
H -15.1380 -8.3248 22.3367
H -15.2179 -5.9484 24.1365
H -13.9817 -6.3474 22.9361
H -12.2006 -6.0856 24.3072
H -12.0268 -7.4827 25.4484
H -13.1226 -6.2138 25.8590
C -12.7594 -4.2115 16.6364
O -11.9660 -4.0373 15.4698
C -11.4529 -2.6765 15.2211
C -10.1544 -2.4197 16.0302
N -10.2847 -1.8470 17.4204
C -11.0170 -0.5179 17.5310
C -12.1541 -0.4872 18.6234
O -13.2231 -1.3510 18.0977
C -14.5417 -0.9306 18.3582
H -12.7837 -5.2810 16.8456
H -13.7422 -3.7428 16.5858
H -12.2578 -3.8798 17.5455
H -12.1869 -1.9087 15.4654
H -11.3119 -2.6588 14.1404
H -9.6959 -1.6022 15.4738
H -9.4732 -3.2700 16.0640
H -10.7335 -2.4948 18.0520
H -11.3803 -0.0731 16.6046
H -10.3247 0.2185 17.9393
H -12.4625 0.5558 18.6949
H -11.6678 -0.7407 19.5654
H -14.7801 -0.8624 19.4196
H -15.2617 -1.6480 17.9647
H -14.6836 -0.0609 17.7166
C -7.6980 -10.0806 15.8091
O -8.8895 -10.7338 15.4467
C -10.0263 -9.9790 15.8309
C -10.2840 -9.8266 17.3460
N -10.8859 -8.4823 17.6004
C -10.0710 -7.3224 17.4512
C -8.7912 -7.3499 18.2786
O -8.1470 -6.1113 18.0613
C -6.9073 -5.9309 18.8358
H -7.6115 -8.9941 15.8153
H -6.9158 -10.6046 15.2598
H -7.4763 -10.2207 16.8671
H -10.8897 -10.5126 15.4336
H -10.0989 -9.0646 15.2420
H -9.5294 -10.2175 18.0285
H -11.0673 -10.5518 17.5663
H -11.3618 -8.4300 18.4897
H -10.6847 -6.4618 17.7173
H -9.9206 -7.1785 16.3813
H -8.0725 -8.1199 17.9982
H -9.0935 -7.5615 19.3042
H -6.0706 -5.3987 18.3832
H -6.4905 -6.9124 19.0615
H -7.1484 -5.4564 19.7871
C -3.8444 -13.8376 27.3163
O -2.6296 -13.3008 26.6900
C -2.9038 -12.6993 25.4055
C -3.5711 -11.2965 25.5700
N -3.6123 -10.5658 24.2546
C -4.5130 -11.1780 23.3160
C -5.9579 -11.3131 23.8923
O -6.1175 -12.6589 24.4283
C -7.4645 -12.9751 24.8541
H -4.3662 -14.5932 26.7289
H -4.2864 -12.8589 27.5031
H -3.7095 -14.1182 28.3609
H -3.5897 -13.3751 24.8947
H -1.9706 -12.5721 24.8568
H -3.0524 -10.6574 26.2845
H -4.5692 -11.4747 25.9702
H -2.7983 -10.4983 23.6605
H -4.0662 -12.0452 22.8297
H -4.4872 -10.4977 22.4648
H -6.7883 -11.1241 23.2121
H -5.9590 -10.5415 24.6621
H -7.4934 -14.0406 25.0821
H -8.1832 -12.7762 24.0591
H -7.7684 -12.4326 25.7493
C -10.0803 -3.6889 20.1630
O -10.4069 -4.3100 21.3777
C -10.3747 -3.5113 22.5637
C -9.4937 -4.3346 23.5865
N -8.3111 -4.5896 22.9096
C -7.5145 -5.5265 23.6561
C -6.2091 -5.8444 22.7853
O -6.3734 -6.9349 21.8594
C -6.0322 -8.2630 22.3822
H -9.0825 -3.2861 20.3369
H -10.6715 -2.8073 19.9152
H -10.0895 -4.4592 19.3918
H -11.3974 -3.2689 22.8526
H -9.7871 -2.6223 22.3348
H -9.8768 -5.2652 24.0053
H -9.2750 -3.6952 24.4418
H -8.6415 -4.9921 22.0442
H -8.0817 -6.4323 23.8705
H -7.1082 -5.2082 24.6161
H -5.3193 -5.8476 23.4149
H -5.9791 -4.9305 22.2375
H -6.6989 -8.4606 23.2216
H -5.0311 -8.1739 22.8042
H -6.1386 -9.1513 21.7596
C -3.5019 -6.0331 20.1758
O -3.5179 -5.5378 18.8244
C -3.2985 -4.1901 18.9358
C -3.4410 -3.5461 17.6029
N -3.1679 -2.1240 17.4593
C -2.0484 -1.5646 18.0974
C -1.9744 -0.0181 18.0929
O -2.7547 0.2962 19.1763
C -2.4016 1.5149 19.8640
H -2.5111 -6.0892 20.6268
H -3.9009 -7.0212 19.9466
H -4.1883 -5.5641 20.8807
H -2.3086 -4.0104 19.3551
H -4.0027 -3.6582 19.5756
H -4.4130 -3.6738 17.1265
H -2.6070 -4.0057 17.0725
H -4.0420 -1.6399 17.6071
H -1.2552 -2.0600 17.5375
H -1.8460 -1.8759 19.1222
H -2.3486 0.3579 17.1407
H -0.9000 0.1455 18.1765
H -2.2477 2.4582 19.3400
H -1.5075 1.3174 20.4553
H -3.3130 1.7337 20.4203
C -6.4186 -1.2196 18.7407
O -5.7024 -1.3655 17.5111
C -6.4618 -1.4663 16.2639
C -5.5157 -1.0611 15.0470
N -4.6655 -2.1615 14.8728
C -3.7558 -1.8783 13.7827
C -2.7668 -0.7553 13.9086
O -2.2818 -0.4907 12.5718
C -1.1545 -1.3325 12.2615
H -5.7500 -1.0257 19.5794
H -7.1554 -2.0011 18.9262
H -7.0223 -0.3121 18.7441
H -7.2623 -0.7387 16.3979
H -6.9239 -2.4364 16.0810
H -5.0436 -0.1464 15.4056
H -6.0900 -0.8169 14.1534
H -4.1340 -2.3247 15.7159
H -4.3155 -1.7907 12.8514
H -3.1409 -2.7704 13.6642
H -1.9956 -1.1391 14.5764
H -3.1970 0.1963 14.2207
H -0.1772 -1.0664 12.6642
H -1.1131 -1.4282 11.1765
H -1.2285 -2.3659 12.6003
C -5.2545 -4.0709 27.2842
C -4.7851 -5.3219 26.4144
C -3.4483 -5.0958 25.6235
O -3.2660 -6.2888 24.8335
C -2.2477 -6.1249 23.8780
N -4.7575 -6.5012 27.2973
H -4.3943 -3.6526 27.8069
H -6.0685 -4.1042 28.0083
H -5.7749 -3.3730 26.6283
H -5.4726 -5.5198 25.5920
H -2.5489 -4.8770 26.1991
H -3.4722 -4.1649 25.0570
H -2.1370 -7.0003 23.2382
H -1.2943 -5.8173 24.3075
H -2.5956 -5.3489 23.1961
H -4.3544 -7.1222 26.6103
H -5.7122 -6.7961 27.4449
C -3.8076 -13.3977 17.8455
C -4.5401 -13.6906 19.1173
C -5.5464 -12.6529 19.4976
O -5.1173 -11.4202 20.0678
C -5.2530 -10.3150 19.2414
N -5.1181 -15.0602 19.0429
H -3.2837 -12.4465 17.7524
H -4.4117 -13.6867 16.9854
H -2.9350 -14.0508 17.8573
H -3.8931 -13.6998 19.9944
H -6.1161 -13.0363 20.3440
H -6.1019 -12.5892 18.5620
H -6.2631 -9.9066 19.2725
H -5.0621 -10.4912 18.1827
H -4.8022 -9.3836 19.5840
H -4.3289 -15.6648 19.2210
H -5.7668 -15.1815 19.8075
C -5.0966 -0.4919 22.4554
C -6.0375 -1.6499 22.9571
C -7.3038 -1.0674 23.7203
O -6.8625 -0.5483 24.9901
C -7.6921 0.5968 25.2769
N -6.4248 -2.3995 21.7705
H -5.6167 0.1942 21.7870
H -4.2756 -0.9009 21.8665
H -4.7169 0.0974 23.2900
H -5.5040 -2.3866 23.5578
H -7.9215 -1.9565 23.8471
H -7.8806 -0.3808 23.1007
H -7.1272 1.2131 25.9763
H -8.6674 0.3896 25.7174
H -7.8702 1.1889 24.3792
H -5.5018 -2.6045 21.4152
H -6.9240 -3.2503 21.9874
*
```

Atom charges from the Löwdin analysis, given in e for atoms 1 to 6: -0.0884, -0.2119, -0.2502, -0.1968, -0.0576, -0.1687